Entry 1:
{
  "formula": "C34H87Cl2N5O12",
  "method": "the ωB97M-V functional and the def2-TZVPD basis",
  "molar_mass_g_mol": 829.0,
  "e_tot_ev": -93721.10232,
  "smiles": "COCCNCCOC.COCCNCCOC.COCCNCCOC.COCCNCCOC.COCCNCCOC.ClCCCl.CO.CO",
  "gap_ev": 8.755,
  "relative_energy_kcal_mol": 0.00,
  "charge": 0,
  "symbols": ["Cl", "C", "C", "Cl", "H", "H", "H", "H", "C", "O", "H", "H", "H", "H", "C", "O", "H", "H", "H", "H", "C", "O", "C", "C", "N", "C", "C", "O", "C", "H", "H", "H", "H", "H", "H", "H", "H", "H", "H", "H", "H", "H", "H", "H", "C", "O", "C", "C", "N", "C", "C", "O", "C", "H", "H", "H", "H", "H", "H", "H", "H", "H", "H", "H", "H", "H", "H", "H", "C", "O", "C", "C", "N", "C", "C", "O", "C", "H", "H", "H", "H", "H", "H", "H", "H", "H", "H", "H", "H", "H", "H", "H", "C", "O", "C", "C", "N", "C", "C", "O", "C", "H", "H", "H", "H", "H", "H", "H", "H", "H", "H", "H", "H", "H", "H", "H", "C", "O", "C", "C", "N", "C", "C", "O", "C", "H", "H", "H", "H", "H", "H", "H", "H", "H", "H", "H", "H", "H", "H", "H"],
  "positions_angstrom": [[-33.13271, 22.30861, 12.32936], [-32.61935, 23.91336, 13.07475], [-33.43092, 24.31565, 14.33572], [-33.40890, 23.14560, 15.61088], [-32.77099, 24.65694, 12.29232], [-31.57869, 23.82946, 13.38793], [-34.45499, 24.47625, 13.99867], [-32.99296, 25.17813, 14.83813], [-26.48554, 22.80533, 17.06066], [-25.40918, 22.57799, 18.03686], [-27.44831, 22.77925, 17.57106], [-26.28544, 23.78321, 16.62271], [-26.36817, 22.18835, 16.16979], [-24.56095, 22.73114, 17.61418], [-20.59695, 24.61902, 13.43526], [-21.60571, 24.45829, 14.50537], [-20.11919, 25.59507, 13.52002], [-19.79084, 23.88764, 13.49339], [-20.95676, 24.59143, 12.40673], [-21.84951, 25.29581, 14.90627], [-28.89852, 31.73060, 16.56016], [-30.28575, 31.90597, 16.69243], [-30.79636, 33.13060, 16.29582], [-30.68151, 34.14449, 17.43677], [-29.33159, 34.80826, 17.43209], [-29.10742, 35.82054, 18.48250], [-27.53557, 36.09632, 18.68028], [-26.77332, 34.99329, 19.08837], [-25.42791, 35.17167, 19.37243], [-28.72856, 30.68860, 16.83117], [-28.35915, 32.25552, 17.34860], [-28.37693, 31.96678, 15.63266], [-31.83618, 32.81257, 16.22006], [-30.49811, 33.40927, 15.28513], [-30.99466, 33.85139, 18.43883], [-31.48505, 34.86084, 17.26570], [-28.55796, 34.18819, 17.23947], [-29.56649, 35.57567, 19.44031], [-29.61369, 36.66996, 18.02395], [-27.47035, 36.92529, 19.38502], [-27.15932, 36.39352, 17.70140], [-24.85574, 34.27707, 19.61825], [-25.27176, 35.84534, 20.21498], [-24.97397, 35.69510, 18.53096], [-30.22571, 26.30821, 21.86174], [-30.95226, 27.52414, 22.16899], [-31.69116, 27.98093, 21.02561], [-33.17321, 27.76086, 21.26279], [-34.00710, 28.20025, 20.19374], [-35.46251, 27.83343, 20.35706], [-36.36418, 28.30310, 19.16981], [-37.73065, 27.88774, 19.34658], [-38.56292, 28.01065, 18.20763], [-30.84918, 25.41479, 21.82731], [-29.48352, 26.11076, 22.63521], [-29.54764, 26.36595, 21.01028], [-31.35074, 27.57421, 20.07335], [-31.47597, 29.03982, 20.88227], [-33.51443, 28.36916, 22.10044], [-33.26179, 26.68920, 21.44113], [-33.69947, 27.93406, 19.26929], [-35.73587, 28.31921, 21.29375], [-35.53880, 26.74677, 20.31899], [-35.90040, 27.93600, 18.25425], [-36.33999, 29.38468, 19.03674], [-39.28248, 28.82934, 18.21624], [-39.18970, 27.11890, 18.20418], [-38.04002, 27.98525, 17.25158], [-32.37623, 13.61237, 4.89849], [-31.35135, 14.64552, 4.95731], [-30.04258, 14.23726, 4.61412], [-28.92875, 15.33565, 4.74535], [-28.28878, 15.51747, 6.11340], [-29.28064, 15.68396, 7.14443], [-28.73536, 16.48241, 8.36705], [-28.33081, 17.71396, 7.79085], [-27.55860, 18.56137, 8.69224], [-32.39053, 13.13534, 5.87846], [-32.18719, 12.90171, 4.09392], [-33.33793, 14.12477, 4.87236], [-30.14900, 13.96527, 3.56398], [-29.86061, 13.29731, 5.13516], [-29.37457, 16.26786, 4.39847], [-28.05684, 15.18567, 4.10866], [-27.98622, 16.47850, 6.18387], [-29.54379, 14.68258, 7.48516], [-30.22217, 16.14137, 6.84046], [-27.91523, 15.93856, 8.83577], [-29.49883, 16.62542, 9.13175], [-27.96692, 18.65880, 9.69816], [-27.46425, 19.62047, 8.45243], [-26.51253, 18.26433, 8.76719], [-18.85535, 21.99556, 18.08864], [-19.53586, 23.21225, 18.41982], [-18.78094, 24.03325, 19.24226], [-19.74753, 25.03744, 19.93750], [-20.02481, 26.06530, 18.98307], [-21.06009, 27.07394, 19.32503], [-21.47455, 27.94367, 18.08541], [-21.68643, 27.30229, 16.84817], [-21.65603, 28.13494, 15.72074], [-19.48760, 21.85344, 17.21219], [-19.10803, 21.19301, 18.78158], [-17.82177, 22.04215, 17.74567], [-17.99656, 24.53129, 18.67235], [-18.23272, 23.51398, 20.02835], [-19.35332, 25.41133, 20.88243], [-20.65799, 24.52860, 20.25410], [-20.19064, 25.66273, 18.07173], [-20.66108, 27.75583, 20.07597], [-21.90481, 26.66929, 19.88254], [-20.65048, 28.63158, 17.89628], [-22.33061, 28.54602, 18.38945], [-20.71344, 28.67924, 15.66264], [-22.46206, 28.86857, 15.73503], [-21.80504, 27.48336, 14.85973], [-29.30451, 7.07361, 26.75168], [-28.76290, 8.37468, 26.29235], [-29.57717, 9.04383, 25.31142], [-28.81425, 10.35440, 25.17783], [-27.62632, 10.31159, 24.30320], [-27.03877, 11.66505, 24.23860], [-27.85174, 12.64718, 23.32644], [-26.93184, 13.76748, 23.38636], [-27.48828, 14.98292, 22.94159], [-30.14842, 7.29935, 27.40357], [-28.58082, 6.54884, 27.37536], [-29.70171, 6.50404, 25.91149], [-30.63143, 9.07177, 25.58684], [-29.58156, 8.39663, 24.43437], [-28.57394, 10.61003, 26.20983], [-29.41611, 11.15613, 24.74993], [-27.15146, 9.62140, 24.86733], [-25.99453, 11.69303, 23.92732], [-27.14612, 12.17326, 25.19687], [-28.79217, 13.02992, 23.72294], [-27.90408, 12.22605, 22.32245], [-27.98167, 14.79209, 21.98857], [-26.70037, 15.73549, 22.91088], [-28.19339, 15.37613, 23.67391]]
}

Entry 2:
{
  "formula": "C34H89F6N7O10P",
  "method": "the ωB97M-V functional and the def2-TZVPD basis",
  "molar_mass_g_mol": 901.1,
  "e_tot_ev": -93201.40912,
  "gap_ev": 8.927,
  "relative_energy_kcal_mol": 0.00,
  "charge": -1,
  "symbols": ["P", "F", "F", "F", "F", "F", "F", "C", "O", "C", "C", "N", "C", "C", "O", "C", "H", "H", "H", "H", "H", "H", "H", "H", "H", "H", "H", "H", "H", "H", "H", "C", "O", "C", "C", "N", "C", "C", "O", "C", "H", "H", "H", "H", "H", "H", "H", "H", "H", "H", "H", "H", "H", "H", "H", "C", "O", "C", "C", "N", "C", "C", "O", "C", "H", "H", "H", "H", "H", "H", "H", "H", "H", "H", "H", "H", "H", "H", "H", "C", "C", "C", "O", "C", "N", "H", "H", "H", "H", "H", "H", "H", "H", "H", "H", "H", "C", "C", "C", "O", "C", "N", "H", "H", "H", "H", "H", "H", "H", "H", "H", "H", "H", "C", "C", "C", "O", "C", "N", "H", "H", "H", "H", "H", "H", "H", "H", "H", "H", "H", "C", "C", "C", "O", "C", "N", "H", "H", "H", "H", "H", "H", "H", "H", "H", "H", "H"],
  "positions_angstrom": [[-8.33011, -1.43399, -8.01955], [-9.78407, -1.48344, -8.78530], [-7.78272, -2.61918, -8.98782], [-7.81246, -0.43017, -9.19519], [-6.96179, -1.29947, -7.19457], [-8.95595, -0.20474, -7.17900], [-8.87637, -2.55370, -6.97930], [-9.94504, -2.24932, -11.59201], [-9.90649, -1.93669, -12.98412], [-8.58233, -1.78135, -13.47250], [-7.93853, -0.49739, -12.86306], [-8.43320, 0.79446, -13.32079], [-8.26218, 1.01677, -14.75384], [-8.59030, 2.49829, -15.00146], [-9.96335, 2.67533, -14.70395], [-10.47739, 3.86824, -15.24957], [-10.09048, -1.35498, -10.98530], [-9.01710, -2.69442, -11.23359], [-10.85320, -2.82562, -11.41103], [-8.66163, -1.73012, -14.55848], [-7.96032, -2.64626, -13.20932], [-6.84978, -0.52972, -13.03822], [-7.89325, -0.47055, -11.77295], [-9.36534, 0.90641, -12.94377], [-8.88935, 0.46955, -15.46447], [-7.18932, 0.86039, -14.87306], [-8.35461, 2.66939, -16.06168], [-7.99564, 3.19039, -14.40591], [-9.84948, 4.73431, -15.01452], [-11.46278, 4.11054, -14.85397], [-10.54667, 3.73847, -16.33409], [-11.48813, -1.30862, -2.35486], [-10.24566, -0.70081, -2.59270], [-9.56936, -1.23547, -3.72893], [-8.05369, -1.00266, -3.55479], [-7.81914, 0.32652, -2.86116], [-6.36641, 0.45184, -2.63579], [-6.01389, 0.17038, -1.15186], [-7.03867, 0.53596, -0.25049], [-6.53195, 0.62276, 1.04698], [-11.47471, -1.88370, -1.42189], [-11.76188, -2.11308, -3.05525], [-12.29735, -0.58184, -2.45081], [-9.91466, -0.86333, -4.69622], [-9.73906, -2.31588, -3.69460], [-7.61322, -0.82640, -4.54287], [-7.44920, -1.74877, -3.04404], [-8.04060, 0.97110, -3.61601], [-6.01369, 1.46454, -2.84614], [-5.77081, -0.17939, -3.30023], [-5.09923, 0.73929, -0.95316], [-5.83690, -0.90365, -1.02357], [-7.30942, 0.55883, 1.80610], [-5.97745, 1.56242, 1.20171], [-5.77393, -0.14355, 1.26716], [-12.10437, 1.74898, -11.59707], [-11.92238, 2.16562, -10.26850], [-11.70577, 1.10175, -9.37938], [-11.21227, 1.59236, -8.00621], [-11.70280, 2.86659, -7.43526], [-13.09698, 2.73114, -6.92668], [-14.20505, 2.75701, -7.99239], [-13.93014, 3.72033, -8.96196], [-14.94533, 3.64931, -9.97117], [-13.10895, 1.33752, -11.75319], [-11.39571, 0.93798, -11.81429], [-11.89850, 2.54597, -12.30693], [-11.04468, 0.36397, -9.84023], [-12.62838, 0.52347, -9.20450], [-10.12884, 1.61876, -8.11304], [-11.43394, 0.80907, -7.27001], [-11.16704, 2.93850, -6.57579], [-13.27999, 3.65152, -6.36423], [-13.13580, 1.87823, -6.24056], [-15.10062, 2.99741, -7.39727], [-14.36727, 1.74023, -8.37194], [-15.91663, 3.81366, -9.49671], [-14.88106, 2.69019, -10.48798], [-14.71934, 4.46098, -10.66213], [-0.76576, -1.64412, -3.45322], [-1.63051, -0.61817, -4.19247], [-3.11517, -0.96005, -4.02311], [-3.88636, -0.06430, -4.83575], [-4.14412, -0.59262, -6.13992], [-1.40562, 0.75155, -3.69261], [0.29045, -1.42640, -3.57669], [-1.03492, -2.63026, -3.84240], [-1.07337, -1.73451, -2.40934], [-1.41139, -0.47419, -5.25129], [-3.52038, -0.90128, -3.01234], [-3.33541, -1.97310, -4.38452], [-3.33019, -1.27646, -6.41148], [-4.21500, 0.26994, -6.79428], [-5.01818, -1.24255, -6.07014], [-2.15865, 1.31220, -4.08462], [-1.45683, 0.84919, -2.68500], [-8.52912, -7.14060, -5.26681], [-8.46760, -5.80968, -5.96337], [-8.95763, -5.80566, -7.44294], [-10.36244, -5.92482, -7.50882], [-10.91096, -5.18818, -8.58554], [-9.19431, -4.74483, -5.23771], [-7.69317, -7.76069, -5.59438], [-9.46482, -7.68653, -5.42777], [-8.54202, -7.05779, -4.17793], [-7.45228, -5.40509, -6.00849], [-8.52619, -6.67541, -7.96356], [-8.49604, -4.95899, -7.95044], [-10.29246, -5.24308, -9.48861], [-11.02793, -4.13115, -8.33627], [-11.86158, -5.65202, -8.84999], [-8.86878, -3.85071, -5.60873], [-10.15898, -4.74710, -5.56942], [-2.75128, 4.02909, -6.24473], [-3.21041, 3.16987, -7.42538], [-4.74651, 3.12868, -7.53067], [-5.32244, 2.60512, -6.35914], [-6.70729, 2.40716, -6.43579], [-2.70551, 3.75625, -8.67863], [-1.67575, 4.01920, -6.09587], [-3.34052, 3.71921, -5.37889], [-3.11837, 5.04226, -6.42927], [-2.85643, 2.13670, -7.34127], [-4.99293, 2.37318, -8.28998], [-5.06708, 4.14093, -7.79879], [-7.26229, 3.34183, -6.57127], [-7.10021, 1.91721, -5.54529], [-6.96138, 1.72957, -7.26101], [-1.70805, 3.56211, -8.65664], [-3.05477, 3.29908, -9.51403], [-3.45910, -4.35308, -11.16939], [-4.79278, -3.64580, -11.16726], [-5.97560, -4.56877, -10.82457], [-6.44280, -5.38752, -11.89508], [-7.59464, -6.11673, -11.54858], [-4.70861, -2.50704, -10.21412], [-3.37426, -5.12905, -11.94242], [-3.24236, -4.96294, -10.29129], [-2.73337, -3.58652, -11.44003], [-5.03902, -3.17199, -12.12015], [-6.78929, -3.92506, -10.47378], [-5.76902, -5.26337, -9.99669], [-7.59173, -6.89454, -12.32369], [-8.56505, -5.62425, -11.63521], [-7.59794, -6.73589, -10.64482], [-5.05548, -2.85827, -9.31750], [-5.46578, -1.85265, -10.41853]]
}

> Which formula does entry 1 have?

C34H87Cl2N5O12